# 1
Below is a cluster of 2 separate species, C3H4N2O2 in total at a distorted geometry, with properties calculated with ωB97M-V with the def2-TZVPD basis set.

Geometry as XYZ:
```
11
Properties=species:S:1:pos:R:3
N 1.938 0.099 0.987
C 0.632 0.398 0.813
C -0.584 0.743 1.019
O -2.211 -1.356 -0.759
C -1.560 -0.922 -1.632
O -1.077 -0.589 -2.650
N -0.157 0.307 -0.420
H 2.283 -0.463 0.221
H 2.252 -0.198 1.899
H -1.507 0.863 1.554
H -0.009 1.117 -1.033
```

Its net charge is 0. The HOMO-LUMO gap is 9.0 eV. The value obtained for the energy above the lowest of the compared OMol25 structures with the same formula, charge and spin is 376.38 kJ/mol. Its SMILES is NC1=CN1.O=C=O. For the highest occupied orbital energy, the calculation gives -8.285 eV. The total energy is -10248.3642 eV.

---

# 2
Below is a structure of composition C42H39N3O2P2PdS, with properties calculated with ωB97M-V with the def2-TZVPD basis set.

Geometry as XYZ:
```
90
Properties=species:S:1:pos:R:3
Pd -0.093 -0.072 -1.855
O 1.318 1.493 -2.885
C 2.473 1.221 -3.342
C 3.485 2.244 -3.347
C 4.751 2.055 -3.847
C 5.132 0.817 -4.378
C 4.194 -0.200 -4.370
C 2.889 -0.056 -3.877
C 2.071 -1.261 -3.924
N 0.848 -1.385 -3.583
N 0.353 -2.675 -3.734
C -0.654 -2.901 -2.929
O -1.149 -2.153 -2.032
C -1.290 -4.266 -3.086
C -2.366 -4.599 -2.266
C -2.976 -5.844 -2.369
C -2.518 -6.772 -3.293
C -1.443 -6.446 -4.114
C -0.835 -5.205 -4.011
H 3.186 3.202 -2.934
H 5.459 2.879 -3.823
H 6.129 0.655 -4.771
H 4.469 -1.176 -4.762
H 2.591 -2.160 -4.276
H -2.701 -3.855 -1.553
H -3.813 -6.088 -1.723
H -2.992 -7.746 -3.372
H -1.078 -7.168 -4.838
H 0.006 -4.927 -4.635
C 0.122 6.304 1.482
S 1.698 5.782 2.183
C 1.596 3.989 1.928
C 1.346 3.574 0.489
C 1.485 2.076 0.241
N 0.402 1.192 0.823
P 0.957 -0.450 0.503
C -0.145 -1.447 1.599
C -0.720 -2.587 1.049
C -1.515 -3.423 1.830
C -1.728 -3.130 3.167
C -1.154 -1.990 3.726
C -0.374 -1.156 2.944
C 2.379 -0.477 1.729
C 2.524 0.391 2.813
C 3.591 0.266 3.690
C 4.538 -0.737 3.501
C 4.411 -1.598 2.422
C 3.345 -1.459 1.539
P -1.038 1.450 -0.224
C -1.810 2.753 0.972
C -1.565 2.845 2.343
C -2.270 3.731 3.149
C -3.234 4.564 2.593
C -3.474 4.504 1.225
C -2.765 3.610 0.431
C -2.420 0.278 0.216
C -2.938 0.031 1.491
C -3.986 -0.852 1.684
C -4.576 -1.485 0.594
C -4.103 -1.224 -0.680
C -3.032 -0.354 -0.865
H -0.003 7.360 1.724
H -0.707 5.743 1.912
H 0.107 6.192 0.399
H 0.827 3.586 2.589
H 2.558 3.602 2.275
H 2.074 4.076 -0.156
H 0.365 3.915 0.157
H 2.436 1.755 0.670
H 1.551 1.924 -0.842
H -0.594 -2.776 -0.012
H -1.974 -4.295 1.378
H -2.350 -3.779 3.775
H -1.324 -1.750 4.770
H 0.063 -0.264 3.380
H 1.792 1.181 2.950
H 3.687 0.954 4.523
H 5.372 -0.835 4.186
H 5.151 -2.373 2.254
H 3.262 -2.120 0.681
H -0.820 2.184 2.777
H -2.067 3.769 4.214
H -3.785 5.260 3.215
H -4.216 5.155 0.775
H -2.964 3.562 -0.638
H -2.513 0.528 2.349
H -4.338 -1.052 2.690
H -5.395 -2.180 0.744
H -4.541 -1.714 -1.542
H -2.642 -0.189 -1.856
```

Its net charge is -2. The HOMO-LUMO gap is 4.4 eV. The value obtained for the energy above the lowest of the compared OMol25 structures with the same formula, charge and spin is 0.00 kJ/mol. For the highest occupied orbital energy, the calculation gives -0.397 eV. The total energy is -85645.4968 eV.

---

# 3
Below is a cluster of 11 separate species, C49H68N11O in total at a distorted geometry, with properties calculated with ωB97M-V with the def2-TZVPD basis set.

Geometry as XYZ:
```
129
Properties=species:S:1:pos:R:3
C 35.207 29.609 20.287
C 34.031 28.806 20.791
C 34.377 27.385 21.010
C 35.065 27.087 22.253
C 34.237 27.652 23.627
C 34.091 29.233 23.383
N 33.578 29.416 22.076
O 32.634 30.317 21.924
C 35.429 29.990 23.589
C 33.101 29.747 24.484
C 32.939 28.817 19.731
H 36.187 29.591 20.684
H 34.952 30.631 20.167
H 35.591 29.286 19.378
H 34.929 26.970 20.246
H 33.517 26.624 21.066
H 35.943 27.552 22.177
H 35.255 26.087 22.280
H 34.693 27.457 24.572
H 33.278 27.044 23.316
H 35.879 29.994 24.606
H 35.112 31.001 23.216
H 36.123 29.345 23.031
H 32.935 30.691 24.643
H 33.266 29.209 25.512
H 32.144 29.543 24.187
H 33.098 28.174 18.817
H 32.737 29.888 19.232
H 31.894 28.556 20.319
N 32.093 29.795 15.649
C 31.400 28.942 16.479
C 30.585 29.799 17.496
C 31.003 31.225 17.214
C 31.905 31.180 16.044
H 32.526 29.507 14.851
H 31.343 27.785 16.089
H 29.849 29.578 18.343
H 30.660 31.894 17.716
H 32.536 32.046 15.466
N 34.582 33.343 20.094
C 35.671 33.487 20.964
C 35.014 33.709 22.349
C 33.535 33.736 22.228
C 33.268 33.471 20.698
H 34.632 33.127 19.078
H 36.808 33.473 20.678
H 35.552 33.885 23.201
H 32.860 33.869 22.957
H 32.500 33.432 20.048
N 36.073 24.836 17.868
C 35.980 26.107 17.471
C 34.476 26.557 17.409
C 33.785 25.334 17.933
C 34.815 24.279 18.202
H 36.910 24.219 18.153
H 36.836 26.764 17.366
H 34.050 27.494 17.046
H 32.782 25.347 18.107
H 34.889 23.247 18.519
N 40.767 32.356 20.422
C 40.525 31.286 19.577
C 39.104 30.658 20.038
C 38.658 31.616 21.109
C 39.658 32.602 21.379
H 41.531 32.899 20.349
H 41.247 30.977 18.977
H 38.872 29.591 19.534
H 37.793 31.457 21.821
H 39.904 33.381 22.185
N 34.108 21.727 21.842
C 33.240 22.565 21.043
C 32.986 23.703 21.844
C 33.653 23.434 23.270
C 34.321 22.079 23.167
H 34.460 20.721 21.323
H 32.745 22.247 20.090
H 32.477 24.440 21.296
H 33.482 24.085 24.227
H 34.753 21.604 23.862
N 30.384 27.239 24.611
C 30.650 27.563 26.040
C 31.155 26.391 26.723
C 31.218 25.309 25.620
C 30.795 25.902 24.316
H 29.885 27.913 24.057
H 30.534 28.554 26.468
H 31.392 26.240 27.978
H 31.506 24.342 25.760
H 30.704 25.375 23.443
N 40.118 23.792 22.135
C 38.830 23.455 22.472
C 37.982 24.262 21.510
C 38.852 25.132 20.715
C 40.277 24.780 21.091
H 40.906 23.444 22.623
H 38.545 22.801 23.259
H 37.018 24.131 21.467
H 38.596 25.766 20.059
H 41.263 25.078 20.848
N 36.550 26.224 26.797
C 35.403 26.938 27.029
C 35.731 28.387 26.966
C 37.175 28.567 26.514
C 37.628 27.100 26.365
H 36.553 25.265 26.733
H 34.662 26.348 27.363
H 35.335 29.271 27.245
H 37.694 29.501 26.288
H 38.541 26.603 25.786
N 27.892 28.678 23.553
C 28.597 29.840 23.584
C 29.355 30.076 22.419
C 29.255 28.864 21.637
C 28.316 27.966 22.468
H 27.085 28.304 24.330
H 28.474 30.701 24.309
H 30.106 31.069 22.351
H 29.655 28.503 20.658
H 27.851 27.044 22.272
N 32.238 34.322 25.954
C 33.524 34.846 25.884
C 34.458 33.862 26.490
C 33.516 32.543 26.836
C 32.205 33.088 26.608
H 31.436 34.865 25.664
H 33.555 35.823 25.423
H 35.429 33.840 26.368
H 33.802 31.619 27.403
H 31.207 32.449 26.841
```

Its net charge is +1. The HOMO-LUMO gap is 4.7 eV. The value obtained for the energy above the lowest of the compared OMol25 structures with the same formula, charge and spin is 139.89 kJ/mol. For the highest occupied orbital energy, the calculation gives -9.799 eV. The total energy is -70319.4591 eV.

---

# 4
Below is a structure of composition C2H5PS at a distorted geometry, with properties calculated with ωB97M-V with the def2-TZVPD basis set.

Geometry as XYZ:
```
9
Properties=species:S:1:pos:R:3
C 1.414 0.204 -0.577
C -0.210 -0.645 -0.029
P -1.399 0.745 -0.038
S 2.724 0.109 0.305
H 1.288 0.714 -1.516
H 0.010 -1.096 0.929
H -0.390 -1.361 -0.824
H -0.989 1.286 1.182
H -2.448 0.045 0.567
```

Its net charge is 0. The HOMO-LUMO gap is 8.4 eV. The value obtained for the energy above the lowest of the compared OMol25 structures with the same formula, charge and spin is 130.16 kJ/mol. For the highest occupied orbital energy, the calculation gives -8.644 eV. The total energy is -22276.5551 eV.

---

# 5
Below is a cluster of 2 separate species, C6H8 in total at a distorted geometry, with properties calculated with ωB97M-V with the def2-TZVPD basis set.

Geometry as XYZ:
```
14
Properties=species:S:1:pos:R:3
C -2.513 0.457 0.287
C -3.649 0.649 -0.341
C 1.741 0.121 -1.667
C -1.476 0.270 1.094
C 2.390 -0.172 -0.746
C 2.977 -0.737 0.418
H -3.629 0.723 -1.446
H -4.620 0.450 0.207
H -0.941 1.056 1.502
H 0.881 0.436 -2.255
H -0.795 -0.573 0.820
H 2.788 -1.821 0.483
H 2.731 -0.220 1.354
H 4.116 -0.638 0.291
```

Its net charge is 0. The HOMO-LUMO gap is 10.5 eV. The value obtained for the energy above the lowest of the compared OMol25 structures with the same formula, charge and spin is 368.00 kJ/mol. Its SMILES is C=C=C.C#CC. For the highest occupied orbital energy, the calculation gives -9.593 eV. The total energy is -6346.9698 eV.